1.
16
Properties=species:S:1:pos:R:3 method="wB97M-V/def2-TZVPD" homo_energy_ev=-9.39 homo_lumo_gap_ha=0.3797 relative_energy_kcal_mol=44.8
C -1.40 1.21 1.25
C -1.51 -0.17 0.63
O -2.51 -0.85 0.73
C -0.33 -0.69 -0.13
C 1.02 -0.74 0.50
N 0.72 0.23 -0.52
C 1.32 0.00 -1.82
H -2.20 1.33 1.99
H -0.42 1.38 1.70
H -1.53 1.96 0.46
H -0.58 -1.52 -0.80
H 1.65 -1.60 0.24
H 1.18 -0.36 1.51
H 2.29 0.50 -1.86
H 0.68 0.42 -2.59
H 1.47 -1.07 -2.04

2.
88
Properties=species:S:1:pos:R:3 method="wB97M-V/def2-TZVPD" homo_energy_ev=-1.53 homo_lumo_gap_ha=0.1918 relative_energy_kcal_mol=43.5 charge=-2
Ba 0.19 -1.08 0.51
C -1.26 2.58 3.45
C -1.87 1.93 4.51
C -2.19 0.59 4.38
C -1.88 -0.08 3.21
N -1.32 0.55 2.18
C -1.01 1.84 2.31
C -2.13 -1.56 3.05
C -2.74 -2.31 4.05
C -2.94 -3.67 3.85
C -2.57 -4.25 2.65
C -1.98 -3.43 1.70
N -1.76 -2.12 1.90
H -0.95 3.62 3.51
H -2.06 2.45 5.44
H -2.66 0.08 5.22
H -0.54 2.30 1.44
H -3.02 -1.86 4.99
H -3.40 -4.27 4.64
H -2.72 -5.30 2.44
H -1.67 -3.84 0.73
N 1.87 -2.87 1.94
C 1.85 -4.34 1.87
C 1.83 -4.82 0.41
C 0.53 -4.39 -0.28
O -0.31 -5.28 -0.53
O 0.39 -3.14 -0.51
H 2.81 -2.50 1.87
H 1.47 -2.51 2.82
H 0.93 -4.69 2.35
H 2.69 -4.80 2.39
H 1.89 -5.90 0.37
H 2.69 -4.38 -0.13
Se 2.45 3.04 -4.28
Se 1.91 0.82 -3.97
C 2.90 0.38 -2.36
C 3.00 -0.97 -1.98
C 3.76 -1.27 -0.85
C 4.36 -0.24 -0.15
C 4.20 1.05 -0.60
N 3.50 1.36 -1.70
C 0.99 3.86 -3.29
C 0.72 5.22 -3.48
C -0.37 5.77 -2.82
C -1.15 4.97 -2.00
C -0.78 3.63 -1.86
N 0.26 3.10 -2.49
H 2.50 -1.74 -2.55
H 3.89 -2.31 -0.55
H 4.96 -0.43 0.74
H 4.67 1.88 -0.08
H 1.35 5.82 -4.13
H -0.62 6.82 -2.95
H -2.01 5.36 -1.48
H -1.35 2.95 -1.23
Cl 1.11 2.40 7.26
C 1.29 1.69 5.68
C 1.81 2.43 4.64
Cl 2.28 4.09 4.88
C 1.95 1.83 3.36
Cl 2.53 2.78 2.02
C 1.54 0.51 3.06
O 1.60 -0.01 1.87
C 0.93 -0.26 4.16
O 0.44 -1.43 3.92
C 0.87 0.36 5.43
Cl 0.13 -0.57 6.72
C -3.07 1.05 -3.34
C -2.03 0.85 -4.42
C -1.62 1.94 -5.18
C -0.75 1.81 -6.25
Cl -0.31 3.22 -7.19
C -0.26 0.56 -6.60
C -0.63 -0.53 -5.83
C -1.49 -0.40 -4.75
O -1.81 -1.57 -4.14
C -2.08 -1.63 -2.73
C -1.16 -0.83 -1.81
O 0.05 -0.69 -2.08
O -1.73 -0.38 -0.76
H -3.30 2.11 -3.25
H -2.75 0.69 -2.36
H -3.99 0.52 -3.60
H -2.00 2.93 -4.93
H 0.41 0.45 -7.44
H -0.25 -1.52 -6.05
H -1.90 -2.68 -2.45
H -3.11 -1.38 -2.51

3.
14
Properties=species:S:1:pos:R:3 method="wB97M-V/def2-TZVPD" homo_energy_ev=-7.09 homo_lumo_gap_ha=0.2846 relative_energy_kcal_mol=110.8
O -1.08 0.07 -1.46
C -0.30 0.95 -1.01
C -0.55 0.47 1.25
C 0.55 -0.31 0.68
O -0.06 -1.67 -0.10
C 1.06 0.44 -0.53
H -0.63 -1.06 -0.86
H -0.50 2.00 -1.24
H -1.55 0.26 0.90
H -0.50 0.65 2.32
H 1.33 -0.69 1.36
H -0.73 -2.00 0.53
H 1.60 -0.14 -1.29
H 1.68 1.27 -0.18

4.
44
Properties=species:S:1:pos:R:3 method="wB97M-V/def2-TZVPD" homo_energy_ev="-6.47 / -6.40" s_squared=3.76 homo_lumo_gap_ha="0.3024 / 0.2985" relative_energy_kcal_mol=9.9 multiplicity=4 charge=-1
Co -0.89 -0.09 -0.57
Cl -0.36 3.25 -1.71
O -0.34 2.07 -0.84
O 0.97 3.42 -2.24
O -1.34 3.06 -2.74
O -0.71 4.39 -0.90
Cl -0.42 -1.04 -3.83
O -0.04 -2.40 -3.56
O -1.30 -0.93 -4.94
O -1.15 -0.54 -2.65
O 0.77 -0.26 -4.08
B -3.08 -0.16 0.05
H -3.61 0.08 1.09
H -3.90 -0.52 -0.74
H -2.51 0.78 -0.42
H -2.26 -0.97 0.36
C 2.01 0.71 2.78
N 1.37 -0.34 1.95
O 1.61 -1.50 2.20
O 0.68 0.07 1.03
H 1.26 1.00 3.52
H 2.11 1.58 2.14
H 2.92 0.31 3.20
C 3.45 -0.20 -2.41
N 2.46 -0.79 -1.50
O 1.39 -0.23 -1.49
O 2.76 -1.76 -0.83
H 2.95 0.26 -3.25
H 4.11 -0.97 -2.78
H 4.00 0.60 -1.92
C 0.05 -4.49 -0.02
N -0.36 -3.14 0.44
O -0.29 -2.25 -0.39
O -0.79 -3.05 1.56
H -0.88 -5.04 -0.16
H 0.56 -4.98 0.81
H 0.66 -4.47 -0.91
C -1.43 2.94 3.93
N -2.05 2.25 2.75
O -1.28 1.75 1.96
O -3.25 2.22 2.71
H -0.69 2.28 4.37
H -2.24 3.29 4.54
H -0.89 3.80 3.51

5.
57
Properties=species:S:1:pos:R:3 method="wB97M-V/def2-TZVPD" homo_energy_ev="-7.94 / -7.94" homo_lumo_gap_ha="0.2400 / 0.2399" relative_energy_kcal_mol=47.5
Ir 0.54 0.16 0.38
O 3.87 -2.22 -0.97
S 3.13 -1.28 -0.18
O 3.07 0.10 -0.61
N 1.57 -1.66 -0.01
C 0.91 -2.85 -0.08
C 1.46 -4.12 -0.15
C 0.62 -5.25 -0.17
C -0.74 -5.13 -0.13
C -1.34 -3.85 -0.10
C -2.73 -3.63 -0.09
C -3.21 -2.35 -0.09
C -2.31 -1.27 -0.09
N -1.01 -1.45 -0.09
C -0.50 -2.71 -0.08
C 3.78 -1.28 1.48
C 3.62 -2.39 2.29
C 4.12 -2.35 3.59
C 4.75 -1.20 4.06
C 4.91 -0.10 3.23
C 4.43 -0.14 1.93
H 2.53 -4.24 -0.20
H 1.07 -6.23 -0.21
H -1.38 -6.00 -0.14
H -3.40 -4.48 -0.08
H -4.27 -2.15 -0.10
H -2.66 -0.25 -0.09
H 3.11 -3.26 1.92
H 4.00 -3.21 4.23
H 5.11 -1.17 5.07
H 5.40 0.79 3.59
H 4.55 0.70 1.25
C -1.55 0.20 4.20
C -0.17 0.02 3.56
C 0.46 -1.29 4.04
C 0.74 1.19 3.94
O -0.39 -0.06 2.18
H -1.47 0.23 5.29
H -2.19 -0.63 3.91
H -2.00 1.13 3.85
H 0.54 -1.32 5.13
H 1.46 -1.40 3.61
H -0.15 -2.13 3.71
H 0.80 1.30 5.03
H 0.34 2.12 3.52
H 1.74 1.03 3.55
Cl -2.24 1.68 -1.42
C -1.09 2.74 -0.67
C 0.01 2.18 -0.04
C 0.91 3.08 0.51
Cl 2.25 2.36 1.33
C 0.77 4.45 0.45
Cl 1.95 5.49 1.14
C -0.36 4.98 -0.17
Cl -0.60 6.68 -0.24
C -1.30 4.11 -0.74
Cl -2.70 4.76 -1.50

6.
25
Properties=species:S:1:pos:R:3 method="wB97M-V/def2-TZVPD" homo_energy_ev="-1.30 / -4.43" s_squared=0.75 homo_lumo_gap_ha="0.1683 / 0.2829" relative_energy_kcal_mol=0.0 multiplicity=2 charge=-1
Hg 0.77 0.16 0.12
C -2.22 0.50 2.54
Si -0.71 1.33 1.75
C 0.45 1.71 3.20
C -1.28 3.01 1.09
C -0.35 3.89 0.52
C -0.74 5.08 -0.08
C -2.09 5.42 -0.12
C -3.03 4.57 0.43
C -2.63 3.38 1.03
H -2.62 1.08 3.37
H -1.94 -0.49 2.92
H -3.02 0.34 1.81
H -0.07 2.23 4.00
H 1.29 2.33 2.87
H 0.87 0.78 3.60
H 0.70 3.63 0.53
H 0.00 5.73 -0.52
H -2.40 6.35 -0.60
H -4.08 4.83 0.40
H -3.38 2.73 1.46
F -0.63 -1.22 -2.26
C 0.64 -1.18 -1.69
F 0.93 -2.51 -1.46
F 1.44 -0.84 -2.74